# 1
The following is a quantum chemistry calculation of a 2-piece molecular cluster, C3H7N5O overall in a non-equilibrium geometry, from OMol25.

energy above the lowest of the compared OMol25 structures with the same formula, charge and spin: 704.7 kJ/mol
spin multiplicity: 1
HOMO: -7.961 eV
orbital gap: 7.939 eV

Last column: natural (NBO) charge in e.
Positions of all 16 atoms, in Å:
O -1.39770 -0.84719 -1.86607  -0.709
N 1.84597 0.58824 1.72636  -0.839
N 1.11673 -1.95147 0.51264  -0.878
N -2.04249 1.29569 -0.68874  -0.627
N -0.13999 1.41045 0.74452  -0.338
N -0.80040 0.87990 -0.41246  -0.131
C -0.63810 -0.49468 -0.60778  0.467
C 0.55754 -0.76671 -0.01986  -0.085
C 0.77295 0.48412 0.84603  0.355
H -2.15123 -0.06516 -2.02716  0.514
H 2.43111 -0.34554 1.66932  0.417
H 1.77347 -2.54006 -0.32514  0.364
H -2.40736 1.82746 0.05774  0.399
H 2.31562 1.55133 1.44930  0.399
H 0.55763 -2.71018 1.00945  0.398
H -1.79376 1.68380 -2.06814  0.292

=====

# 2
The following is a quantum chemistry calculation of a 2-piece molecular cluster, C9H3N6O6 overall in a non-equilibrium geometry, from OMol25.

spin multiplicity: 1
HOMO: -4.219 eV
total charge: -1
orbital gap: 4.282 eV

Last column: natural (NBO) charge in e.
Positions of all 24 atoms, in Å:
O 0.76318 4.48145 0.65286  -0.405
O 3.23525 -0.58844 0.70906  -0.139
O -3.09178 -0.35462 0.45561  -0.362
O -3.16055 1.83315 0.62604  -0.399
O 2.78761 3.65096 0.67723  -0.353
O 1.96143 -2.47817 0.64585  -0.307
N 1.55304 3.50932 0.64882  0.507
N 3.06074 0.78267 0.68799  -0.101
N 0.63234 -2.80361 -3.34185  -0.469
N 2.01369 -1.26068 0.62029  0.427
N -2.39023 -4.43043 -0.51078  -0.459
N -2.52793 0.76122 0.51902  0.490
C -0.35116 -0.38447 0.44080  -0.128
C -1.08585 0.81644 0.48446  0.015
C 1.02246 -0.26315 0.51431  0.021
C 0.94408 2.18846 0.60665  -0.026
C -0.44873 2.08246 0.56148  -0.114
C -1.78903 -3.53747 -0.98093  0.291
C 1.71789 0.96093 0.59822  0.107
C -0.16786 -2.66853 -2.49362  0.291
C -1.14496 -2.43067 -1.52950  -0.736
H -1.67166 -1.47465 -1.54803  0.242
H -1.05757 2.98070 0.57416  0.287
H -0.80440 -1.37285 0.38187  0.319

=====

Q: spin multiplicity of number 1 (C3H7N5O)?
A: 1